This record from the OMol25 dataset describes C27H26BCl44N2O5 as an isolated structure at a distorted geometry. The level of theory is ωB97M-V with the def2-TZVPD basis set.

Cartesian coordinates (Å):
C 0.93 -4.53 3.05
C 2.54 -4.77 3.18
C 2.98 -5.93 2.09
C 3.46 -3.41 3.13
C 2.72 -2.09 2.50
O 3.40 -0.82 2.94
B 3.54 0.25 1.93
C 4.79 1.33 2.04
C 6.25 0.64 1.69
O 6.55 0.76 0.25
O 2.40 1.12 1.61
C 1.44 1.22 2.72
O 1.70 1.69 3.95
C -0.12 0.74 2.36
C -0.55 0.62 0.77
C -2.00 0.12 0.20
C -3.14 -0.30 1.33
C -2.75 -0.14 2.93
C -1.26 0.37 3.48
O 3.67 -0.56 0.67
C 2.88 -1.82 0.86
N 1.52 -1.81 0.16
C 3.70 -2.93 -0.04
N 3.58 -2.63 -1.55
H 0.58 -3.85 2.17
H 0.44 -5.60 2.84
H 0.52 -4.21 4.11
H 2.72 -5.26 4.25
H 3.06 -6.98 2.65
H 3.94 -5.67 1.46
H 2.10 -6.08 1.29
H 4.46 -3.68 2.56
H 3.81 -3.17 4.25
H 1.60 -1.84 2.84
H 4.60 2.19 1.24
H 4.80 1.83 3.10
H 6.30 -0.47 2.06
H 7.08 1.28 2.26
H 6.61 -0.17 -0.14
H 0.29 0.91 -0.03
H -2.19 0.05 -0.97
H -4.20 -0.69 0.96
H -3.57 -0.42 3.73
H -1.04 0.46 4.63
H 0.73 -1.86 0.84
H 1.52 -0.89 -0.36
H 3.15 -3.97 0.10
H 4.84 -3.02 0.22
H 3.40 -1.61 -1.71
H 2.67 -3.10 -1.86
C -2.90 1.80 -3.93
Cl -1.70 1.79 -5.25
Cl -4.52 2.13 -4.61
Cl -2.91 0.21 -3.13
Cl -2.48 3.06 -2.75
C 2.48 2.55 7.40
Cl 3.30 4.11 7.14
Cl 3.31 1.29 6.44
Cl 2.55 2.12 9.12
Cl 0.78 2.67 6.88
C -5.62 4.30 0.05
Cl -4.67 5.79 0.26
Cl -4.72 2.92 0.74
Cl -7.18 4.46 0.88
Cl -5.89 4.01 -1.69
C -2.58 0.50 -9.08
Cl -2.38 -1.27 -9.03
Cl -0.98 1.28 -9.03
Cl -3.42 0.96 -10.58
Cl -3.54 1.03 -7.68
C 1.02 -1.86 -11.67
Cl 0.84 -3.43 -10.86
Cl 2.74 -1.42 -11.76
Cl 0.35 -1.97 -13.32
Cl 0.14 -0.61 -10.76
C -1.38 -3.46 -4.41
Cl -0.79 -4.78 -5.45
Cl -0.18 -3.12 -3.14
Cl -1.63 -1.99 -5.40
Cl -2.93 -3.94 -3.67
C -1.68 6.10 6.55
Cl -2.67 5.36 5.27
Cl -1.71 7.88 6.37
Cl -2.35 5.66 8.15
Cl 0.00 5.52 6.43
C -3.78 10.25 9.20
Cl -2.67 11.38 8.39
Cl -3.75 10.56 10.96
Cl -5.43 10.50 8.58
Cl -3.27 8.57 8.88
C -3.18 -5.42 -9.25
Cl -2.07 -4.29 -10.06
Cl -3.15 -5.11 -7.49
Cl -4.83 -5.17 -9.87
Cl -2.67 -7.09 -9.57
C 2.22 -3.43 7.52
Cl 3.03 -1.86 7.27
Cl 3.04 -4.68 6.56
Cl 2.29 -3.86 9.25
Cl 0.52 -3.30 7.00
C -5.88 4.40 -9.31
Cl -4.94 5.90 -9.10
Cl -4.98 3.03 -8.62
Cl -7.45 4.57 -8.48
Cl -6.16 4.12 -11.05

Frontier orbital gap   6.783 eV
E_LUMO   1.063 eV
Molecular weight   2029.26 g mol⁻¹
Largest force on an atom   0.1613 hartree/bohr
Total charge   -1
Energy   -21802.95076 Eh

Atom charges from the Löwdin analysis, given in e for atoms 1 to 99: atom 1 (C): -0.11, atom 2 (C): -0.38, atom 3 (C): -0.13, atom 4 (C): -0.10, atom 5 (C): -0.14, atom 6 (O): -0.03, atom 7 (B): -0.99, atom 8 (C): -0.05, atom 9 (C): -0.25, atom 10 (O): -0.15, atom 11 (O): 0.05, atom 12 (C): -0.20, atom 13 (O): -0.10, atom 14 (C): -0.03, atom 15 (C): -0.02, atom 16 (C): -0.08, atom 17 (C): -0.10, atom 18 (C): -0.08, atom 19 (C): 0.00, atom 20 (O): 0.00, atom 21 (C): -0.35, atom 22 (N): 0.06, atom 23 (C): -0.19, atom 24 (N): -0.05, atom 25 (H): 0.08, atom 26 (H): 0.08, atom 27 (H): 0.06, atom 28 (H): 0.04, atom 29 (H): 0.08, atom 30 (H): 0.07, atom 31 (H): 0.08, atom 32 (H): 0.12, atom 33 (H): 0.09, atom 34 (H): 0.15, atom 35 (H): 0.13, atom 36 (H): 0.11, atom 37 (H): 0.12, atom 38 (H): 0.11, atom 39 (H): 0.09, atom 40 (H): 0.11, atom 41 (H): -0.01, atom 42 (H): 0.08, atom 43 (H): 0.08, atom 44 (H): 0.09, atom 45 (H): 0.05, atom 46 (H): 0.08, atom 47 (H): 0.11, atom 48 (H): 0.12, atom 49 (H): 0.05, atom 50 (H): 0.03, atom 51 (C): -1.96, atom 52 (Cl): 0.49, atom 53 (Cl): 0.50, atom 54 (Cl): 0.54, atom 55 (Cl): 0.53, atom 56 (C): -1.98, atom 57 (Cl): 0.51, atom 58 (Cl): 0.54, atom 59 (Cl): 0.50, atom 60 (Cl): 0.48, atom 61 (C): -2.01, atom 62 (Cl): 0.51, atom 63 (Cl): 0.51, atom 64 (Cl): 0.50, atom 65 (Cl): 0.48, atom 66 (C): -1.94, atom 67 (Cl): 0.47, atom 68 (Cl): 0.50, atom 69 (Cl): 0.52, atom 70 (Cl): 0.42, atom 71 (C): -1.98, atom 72 (Cl): 0.50, atom 73 (Cl): 0.52, atom 74 (Cl): 0.51, atom 75 (Cl): 0.46, atom 76 (C): -2.00, atom 77 (Cl): 0.49, atom 78 (Cl): 0.53, atom 79 (Cl): 0.47, atom 80 (Cl): 0.51, atom 81 (C): -1.98, atom 82 (Cl): 0.52, atom 83 (Cl): 0.48, atom 84 (Cl): 0.49, atom 85 (Cl): 0.49, atom 86 (C): -2.00, atom 87 (Cl): 0.51, atom 88 (Cl): 0.51, atom 89 (Cl): 0.51, atom 90 (Cl): 0.46, atom 91 (C): -1.99, atom 92 (Cl): 0.46, atom 93 (Cl): 0.49, atom 94 (Cl): 0.51, atom 95 (Cl): 0.52, atom 96 (C): -1.99, atom 97 (Cl): 0.51, atom 98 (Cl): 0.56, atom 99 (Cl): 0.50


This record from the OMol25 dataset describes C27H26BFI2NO9 as an isolated structure at a distorted geometry. The level of theory is ωB97M-V with the def2-TZVPD basis set.

Cartesian coordinates (Å):
C -4.11 -2.13 1.04
C -2.68 -2.26 0.48
C -1.89 -0.97 0.57
F -2.08 -0.49 1.86
N -0.48 -1.15 0.40
C 0.38 -0.28 1.07
I 1.67 -1.30 2.47
C 0.45 1.04 0.96
C -0.43 1.81 0.01
I 1.80 2.23 2.07
C 0.00 -1.72 -0.88
B -0.80 -1.26 -2.18
C -1.87 -2.09 -2.99
O -0.48 0.02 -2.70
C 0.17 -3.27 -0.73
O -0.78 -4.04 -1.04
O 1.27 -3.61 -0.28
H -4.83 -2.16 0.22
H -4.30 -1.22 1.59
H -4.32 -3.02 1.63
H -2.14 -3.04 1.00
H -2.75 -2.62 -0.54
H -2.37 -0.21 -0.08
H -1.49 1.60 0.15
H -0.31 2.86 0.25
H -0.11 1.71 -1.01
H 1.03 -1.36 -1.02
H -1.91 -1.66 -4.00
H -1.61 -3.14 -3.11
H -2.86 -1.95 -2.57
H -1.26 0.56 -2.55
C -1.82 -3.46 7.56
C -1.07 -2.38 7.38
C -0.40 -2.10 6.08
O 0.29 -1.12 5.94
C -0.62 -3.08 4.98
C -1.38 -4.16 5.16
C -2.04 -4.43 6.46
O -2.73 -5.42 6.63
H -2.31 -3.68 8.50
H -0.90 -1.66 8.17
H -0.14 -2.87 4.03
H -1.55 -4.88 4.38
C -1.56 3.08 -5.80
C -1.03 2.78 -4.61
C -0.93 3.80 -3.54
O -0.45 3.53 -2.45
C -1.44 5.16 -3.83
C -1.97 5.46 -5.02
C -2.07 4.44 -6.09
O -2.55 4.71 -7.17
H -1.64 2.35 -6.60
H -0.65 1.79 -4.38
H -1.36 5.89 -3.04
H -2.35 6.44 -5.26
C 6.04 3.34 -0.50
C 4.84 2.77 -0.50
C 4.68 1.30 -0.63
O 3.59 0.79 -0.62
C 5.91 0.49 -0.76
C 7.12 1.05 -0.76
C 7.28 2.52 -0.64
O 8.38 3.04 -0.64
H 6.19 4.41 -0.41
H 3.93 3.35 -0.40
H 5.77 -0.58 -0.85
H 8.03 0.48 -0.86

Frontier orbital gap   4.373 eV
E_LUMO   -0.100 eV
Molecular weight   792.12 g mol⁻¹
Largest force on an atom   0.0235 hartree/bohr
Total charge   -1
Energy above the lowest of the compared OMol25 structures with the same formula, charge and spin   27.5 kJ/mol
Energy   -2496.43880 Eh

Electronic structure analysis, natural (NBO) charges in units of e: atom 1 (C): -0.62, atom 2 (C): -0.45, atom 3 (C): 0.39, atom 4 (F): -0.38, atom 5 (N): -0.51, atom 6 (C): 0.11, atom 7 (I): 0.08, atom 8 (C): -0.18, atom 9 (C): -0.68, atom 10 (I): 0.11, atom 11 (C): -0.55, atom 12 (B): 1.12, atom 13 (C): -1.05, atom 14 (O): -0.96, atom 15 (C): 0.76, atom 16 (O): -0.80, atom 17 (O): -0.75, atom 18 (H): 0.19, atom 19 (H): 0.21, atom 20 (H): 0.21, atom 21 (H): 0.23, atom 22 (H): 0.25, atom 23 (H): 0.11, atom 24 (H): 0.21, atom 25 (H): 0.22, atom 26 (H): 0.26, atom 27 (H): 0.26, atom 28 (H): 0.20, atom 29 (H): 0.29, atom 30 (H): 0.23, atom 31 (H): 0.49, atom 32 (C): -0.24, atom 33 (C): -0.23, atom 34 (C): 0.48, atom 35 (O): -0.47, atom 36 (C): -0.23, atom 37 (C): -0.24, atom 38 (C): 0.48, atom 39 (O): -0.51, atom 40 (H): 0.22, atom 41 (H): 0.22, atom 42 (H): 0.26, atom 43 (H): 0.24, atom 44 (C): -0.23, atom 45 (C): -0.24, atom 46 (C): 0.47, atom 47 (O): -0.48, atom 48 (C): -0.22, atom 49 (C): -0.24, atom 50 (C): 0.48, atom 51 (O): -0.50, atom 52 (H): 0.23, atom 53 (H): 0.26, atom 54 (H): 0.23, atom 55 (H): 0.23, atom 56 (C): -0.24, atom 57 (C): -0.22, atom 58 (C): 0.46, atom 59 (O): -0.45, atom 60 (C): -0.20, atom 61 (C): -0.25, atom 62 (C): 0.48, atom 63 (O): -0.51, atom 64 (H): 0.22, atom 65 (H): 0.24, atom 66 (H): 0.24, atom 67 (H): 0.23


This record from the OMol25 dataset describes C27H26BIN6O7S4SbW as an isolated structure. The level of theory is ωB97M-V with the def2-TZVPD basis set.

Cartesian coordinates (Å):
W 0.06 -0.08 -0.33
C 2.89 1.89 1.31
C 1.69 1.47 2.08
C 1.45 1.88 3.39
C 0.26 1.30 3.78
C -0.44 1.39 5.09
N -0.20 0.59 2.74
N 0.67 0.67 1.69
B -1.39 -0.36 2.71
N -2.42 0.13 1.69
N -2.16 0.10 0.36
C -3.24 0.58 -0.26
C -3.41 0.84 -1.72
C -4.22 0.89 0.69
C -3.66 0.60 1.92
C -4.24 0.74 3.28
N -0.94 -1.74 2.25
N -0.53 -1.95 0.97
C -0.39 -3.27 0.82
C 0.08 -4.01 -0.38
C -0.72 -3.90 2.02
C -1.07 -2.90 2.90
C -1.52 -3.00 4.32
H 3.54 2.47 1.97
H 2.64 2.53 0.46
H 3.48 1.06 0.91
H 2.09 2.51 3.98
H 0.13 2.04 5.75
H -0.54 0.42 5.56
H -1.44 1.81 4.97
H -1.88 -0.41 3.79
H -2.61 1.47 -2.11
H -4.36 1.37 -1.86
H -3.46 -0.08 -2.30
H -5.19 1.30 0.50
H -5.26 1.13 3.19
H -3.66 1.43 3.89
H -4.29 -0.21 3.80
H -0.32 -3.60 -1.30
H -0.22 -5.05 -0.28
H 1.17 -3.98 -0.45
H -0.71 -4.96 2.21
H -1.48 -4.04 4.64
H -2.54 -2.64 4.44
H -0.88 -2.42 4.98
S 5.33 -1.12 -0.44
Sb 5.24 0.68 -1.85
S 2.16 -1.12 0.29
S 1.60 -1.49 -1.59
S 5.67 2.57 -0.68
O 0.57 5.37 -3.25
C 0.54 4.40 -2.55
C 1.52 3.20 -2.59
O 2.38 3.01 -3.40
C 1.03 2.36 -1.51
C -0.16 2.78 -0.98
O -0.76 1.92 -0.22
C -0.55 4.09 -1.50
O -1.51 4.77 -1.26
O 1.41 1.18 -1.08
I -3.33 -2.62 -8.20
C -2.61 -2.02 -6.33
C -1.90 -0.83 -6.23
C -1.42 -0.44 -4.99
C -1.67 -1.23 -3.87
C -2.37 -2.42 -3.99
C -2.85 -2.82 -5.22
C -1.16 -0.80 -2.55
O -1.28 -1.51 -1.52
O -0.54 0.29 -2.41
H -1.71 -0.23 -7.10
H -0.86 0.48 -4.88
H -2.55 -3.02 -3.10
H -3.41 -3.74 -5.32

Frontier orbital gap   5.129 eV
E_LUMO   1.087 eV
Molecular weight   1118.12 g mol⁻¹
Largest force on an atom   0.0105 hartree/bohr
Total charge   -1
Energy above the lowest of the compared OMol25 structures with the same formula, charge and spin   77.2 kJ/mol
Energy   -4122.61978 Eh

Electronic structure analysis, Löwdin charges in units of e: atom 1 (W): 1.64, atom 2 (C): -0.08, atom 3 (C): -0.29, atom 4 (C): 0.03, atom 5 (C): -0.26, atom 6 (C): -0.01, atom 7 (N): 0.05, atom 8 (N): -0.08, atom 9 (B): -0.53, atom 10 (N): 0.05, atom 11 (N): 0.00, atom 12 (C): -0.28, atom 13 (C): 0.00, atom 14 (C): 0.03, atom 15 (C): -0.25, atom 16 (C): -0.01, atom 17 (N): 0.04, atom 18 (N): -0.05, atom 19 (C): -0.32, atom 20 (C): -0.07, atom 21 (C): 0.02, atom 22 (C): -0.26, atom 23 (C): -0.02, atom 24 (H): 0.08, atom 25 (H): 0.06, atom 26 (H): 0.00, atom 27 (H): 0.12, atom 28 (H): 0.08, atom 29 (H): 0.08, atom 30 (H): 0.08, atom 31 (H): 0.11, atom 32 (H): 0.08, atom 33 (H): 0.09, atom 34 (H): 0.08, atom 35 (H): 0.11, atom 36 (H): 0.08, atom 37 (H): 0.08, atom 38 (H): 0.08, atom 39 (H): 0.04, atom 40 (H): 0.08, atom 41 (H): 0.05, atom 42 (H): 0.11, atom 43 (H): 0.08, atom 44 (H): 0.08, atom 45 (H): 0.08, atom 46 (S): -0.41, atom 47 (Sb): 0.19, atom 48 (S): 0.23, atom 49 (S): 0.30, atom 50 (S): -0.37, atom 51 (O): 0.16, atom 52 (C): -0.22, atom 53 (C): -0.26, atom 54 (O): 0.12, atom 55 (C): -0.26, atom 56 (C): -0.27, atom 57 (O): -0.12, atom 58 (C): -0.26, atom 59 (O): 0.12, atom 60 (O): -0.33, atom 61 (I): 0.86, atom 62 (C): -0.73, atom 63 (C): -0.13, atom 64 (C): 0.01, atom 65 (C): -0.13, atom 66 (C): 0.00, atom 67 (C): -0.14, atom 68 (C): -0.65, atom 69 (O): -0.12, atom 70 (O): -0.10, atom 71 (H): 0.10, atom 72 (H): 0.13, atom 73 (H): 0.13, atom 74 (H): 0.09


> The lowest molecular weight belongs to which entry?

C27H26BFI2NO9


> Among the records above, which one has the lowest E_LUMO?

C27H26BFI2NO9